Entry 1:
CH4N2O2 | the ωB97M-V functional and the def2-TZVPD basis

Last column: natural (NBO) charge in e.
Atoms and positions in Å:
C (-0.27, -0.12, 0.43)  -0.1105
N (0.88, -0.85, 0.13)  -0.8490
N (-0.59, 0.86, -0.56)  0.5144
O (-0.02, 1.91, -0.62)  -0.3503
O (-1.44, 0.40, -1.30)  -0.4009
H (-1.21, -0.71, 0.39)  0.2022
H (-0.13, 0.33, 1.44)  0.2088
H (1.59, -0.67, 0.86)  0.3862
H (1.18, -1.15, -0.76)  0.3991

Calculated values
Orbital gap, eV: 10.33
2S+1: 1
HOMO energy, hartree: -0.3674
E_LUMO, eV: 0.3
Total energy, Ha: -300.3734
Structure (SMILES): NC[N+](=O)[O-]



Entry 2:
CH4N2O2S | the ωB97M-V functional and the def2-TZVPD basis

Last column: natural (NBO) charge in e.
Atoms and positions in Å:
C (0.72, -0.80, 1.17)  -0.5023
N (-0.67, 1.48, -0.53)  -0.7389
N (0.97, 0.54, 0.86)  -0.3028
O (-1.88, 1.16, -2.72)  -0.8223
O (-0.49, -0.68, -1.82)  -0.8599
S (-0.98, 0.68, -1.72)  2.2039
H (0.00, -1.19, 0.30)  0.2733
H (1.61, -1.26, 0.98)  0.2162
H (0.31, -1.08, 2.06)  0.1977
H (0.39, 1.15, 1.42)  0.3352

Calculated values
Orbital gap (alpha / beta), eV: 7.42 / 9.86
2S+1: 1
HOMO energy (alpha / beta), hartree: -0.3723 / -0.4042
E_LUMO (alpha / beta), eV: -2.7 / -1.1
Total energy, Ha: -698.4642



Entry 3:
CH4N2O2S | the ωB97M-V functional and the def2-TZVPD basis

Last column: natural (NBO) charge in e.
Atoms and positions in Å:
C (-0.79, 0.29, 1.33)  -0.5608
N (0.85, 0.38, -2.32)  -0.9931
N (0.42, -0.41, 1.53)  0.1955
O (1.23, -0.45, 0.51)  -0.3783
O (-0.65, -0.92, -1.12)  -0.9380
S (0.71, -0.88, -1.48)  1.5607
H (-0.80, 1.36, 0.83)  0.2479
H (-1.51, -0.38, 0.74)  0.3107
H (-1.23, 0.45, 2.32)  0.2216
H (1.76, 0.55, -2.34)  0.3338

Calculated values
Orbital gap (alpha / beta), eV: 8.26 / 8.26
2S+1: 1
HOMO energy (alpha / beta), hartree: -0.3672 / -0.3672
E_LUMO (alpha / beta), eV: -1.7 / -1.7
Total energy, Ha: -698.4928



Entry 4:
CH4N2O2S | the ωB97M-V functional and the def2-TZVPD basis

Last column: natural (NBO) charge in e.
Atoms and positions in Å:
C (-0.40, 0.51, -0.07)  0.7258
H (2.64, -0.52, 1.13)  0.1115
H (1.30, 1.76, -0.21)  0.4231
H (-0.15, -1.58, -0.33)  0.4177
H (-2.46, -0.13, -0.14)  0.4951
N (0.97, 0.76, 0.06)  -0.8121
N (-0.73, -0.79, -0.04)  -0.3453
O (-1.19, 1.46, -0.14)  -0.6613
O (-2.08, -1.06, -0.06)  -0.5409
S (2.10, -0.39, -0.20)  0.1865

Calculated values
Orbital gap, eV: 10.03
2S+1: 1
HOMO energy, hartree: -0.3484
E_LUMO, eV: 0.5
Total energy, Ha: -698.6207
Structure (SMILES): O=C(NO)NS



Entry 5:
CH4N2O2S | the ωB97M-V functional and the def2-TZVPD basis

Last column: natural (NBO) charge in e.
Atoms and positions in Å:
C (0.64, -0.37, -0.04)  0.3312
N (1.94, -0.17, 0.13)  -0.7788
N (-0.27, 0.53, -0.02)  -0.7298
O (-3.06, 1.09, -0.37)  -0.9132
O (-2.20, -1.17, -0.44)  -0.9602
S (-2.31, 0.10, 0.31)  1.6939
H (0.22, -1.37, -0.06)  0.2143
H (2.53, -0.86, 0.40)  0.4039
H (2.27, 0.80, 0.04)  0.3934
H (0.24, 1.41, 0.03)  0.3453

Calculated values
Orbital gap, eV: 9.81
2S+1: 1
HOMO energy, hartree: -0.3482
E_LUMO, eV: 0.3
Total energy, Ha: -698.6566



Entry 6:
CH4N2O2S | the ωB97M-V functional and the def2-TZVPD basis

Last column: natural (NBO) charge in e.
Atoms and positions in Å:
C (-0.84, -0.14, 0.03)  0.2945
N (0.47, 0.22, -0.26)  -0.8457
N (-1.32, -0.40, 1.18)  -0.7257
O (-4.09, 0.32, -0.74)  -0.8523
O (-4.10, -2.05, -0.40)  -0.8381
S (-4.38, -0.78, 0.16)  1.6791
H (-1.53, -0.02, -0.74)  0.1611
H (0.69, 0.66, -1.10)  0.3833
H (1.13, -0.50, 0.04)  0.3863
H (-0.83, -0.43, 2.04)  0.3576

Calculated values
Orbital gap, eV: 9.20
2S+1: 1
HOMO energy, hartree: -0.3605
E_LUMO, eV: -0.6
Total energy, Ha: -698.6520